1.
{"formula": "C27H74O13", "method": "ωB97M-V/def2-TZVPD", "smiles": "CC(C)O.CC(C)O.CC(C)O.CC(C)O.CC(C)O.CC(C)O.CC(C)O.OCCO.OCCO.OCCO", "largest_force_ev_per_a": 3.1, "e_homo_ev": -9.33, "e_lumo_ha": 0.0139, "relative_energy_ev": 1.099, "energy_ev": -55814.4788, "charge": 0, "symbols": ["C", "C", "C", "O", "H", "H", "H", "H", "H", "H", "H", "H", "C", "C", "C", "O", "H", "H", "H", "H", "H", "H", "H", "H", "C", "C", "C", "O", "H", "H", "H", "H", "H", "H", "H", "H", "C", "C", "C", "O", "H", "H", "H", "H", "H", "H", "H", "H", "C", "C", "C", "O", "H", "H", "H", "H", "H", "H", "H", "H", "C", "C", "C", "O", "H", "H", "H", "H", "H", "H", "H", "H", "C", "C", "C", "O", "H", "H", "H", "H", "H", "H", "H", "H", "O", "C", "C", "O", "H", "H", "H", "H", "H", "H", "O", "C", "C", "O", "H", "H", "H", "H", "H", "H", "O", "C", "C", "O", "H", "H", "H", "H", "H", "H"], "coordinates": [[5.533, 7.827, 17.257], [5.455, 6.609, 18.206], [6.779, 6.097, 18.631], [4.729, 7.130, 19.356], [5.645, 7.531, 16.218], [6.320, 8.541, 17.539], [4.585, 8.401, 17.408], [4.781, 5.781, 17.804], [7.391, 5.963, 17.772], [6.778, 5.233, 19.257], [7.322, 6.913, 19.136], [5.195, 6.870, 20.138], [0.501, 1.725, 19.111], [-0.782, 2.438, 18.779], [-1.729, 2.509, 19.903], [-0.498, 3.755, 18.283], [0.981, 2.197, 20.005], [1.224, 1.917, 18.341], [0.395, 0.676, 19.187], [-1.304, 1.880, 17.943], [-2.008, 1.481, 20.170], [-2.624, 3.064, 19.654], [-1.238, 2.952, 20.779], [-1.290, 4.251, 18.169], [-5.177, 5.990, 22.776], [-4.380, 4.909, 22.105], [-5.221, 3.761, 21.507], [-3.550, 5.405, 21.088], [-5.822, 5.689, 23.565], [-5.891, 6.399, 21.982], [-4.625, 6.867, 23.167], [-3.734, 4.374, 22.828], [-6.027, 4.144, 20.852], [-5.731, 3.331, 22.372], [-4.555, 3.020, 21.010], [-3.373, 6.324, 21.208], [-3.409, 6.378, 16.345], [-4.017, 6.180, 17.715], [-5.540, 5.956, 17.551], [-3.327, 5.057, 18.392], [-3.677, 7.337, 15.877], [-3.692, 5.496, 15.796], [-2.359, 6.353, 16.426], [-3.913, 7.044, 18.347], [-5.995, 5.611, 18.504], [-5.745, 5.186, 16.828], [-6.081, 6.844, 17.217], [-3.633, 5.174, 19.326], [0.315, 4.200, 22.699], [0.562, 4.260, 24.229], [-0.632, 3.603, 24.964], [1.762, 3.652, 24.701], [0.072, 3.163, 22.452], [1.143, 4.636, 21.994], [-0.541, 4.855, 22.508], [0.506, 5.313, 24.543], [-0.352, 3.675, 26.030], [-0.755, 2.527, 24.693], [-1.585, 4.117, 24.886], [2.508, 4.141, 24.347], [-2.565, 7.049, 26.353], [-2.036, 7.467, 24.930], [-2.459, 8.885, 24.642], [-0.629, 7.333, 24.944], [-2.150, 6.132, 26.657], [-3.604, 6.992, 26.155], [-2.312, 7.853, 27.021], [-2.458, 6.822, 24.146], [-3.519, 8.997, 24.514], [-1.953, 9.236, 23.743], [-2.217, 9.422, 25.505], [-0.400, 7.807, 24.138], [1.778, 13.376, 21.031], [1.265, 12.016, 20.602], [2.246, 11.100, 19.933], [0.834, 11.245, 21.778], [1.031, 13.634, 21.743], [1.992, 14.141, 20.325], [2.678, 13.166, 21.627], [0.315, 12.188, 20.028], [1.782, 10.165, 19.550], [2.994, 10.748, 20.650], [2.726, 11.696, 19.151], [-0.049, 11.586, 22.109], [1.110, 8.860, 22.978], [2.224, 8.803, 23.895], [2.655, 7.354, 24.167], [2.841, 6.657, 22.922], [1.073, 9.715, 22.470], [3.053, 9.333, 23.381], [2.024, 9.319, 24.834], [2.019, 6.799, 24.914], [3.598, 7.408, 24.680], [2.004, 6.684, 22.436], [-3.679, 11.085, 19.230], [-3.308, 9.762, 19.479], [-3.555, 9.297, 20.889], [-2.879, 8.091, 21.221], [-4.480, 11.094, 18.723], [-3.847, 9.156, 18.774], [-2.266, 9.591, 19.132], [-4.605, 9.194, 21.062], [-3.196, 10.105, 21.531], [-1.914, 8.167, 20.985], [2.044, 6.543, 20.137], [1.347, 6.512, 18.945], [-0.081, 6.749, 19.265], [-0.194, 7.890, 20.130], [2.978, 6.795, 19.912], [1.769, 7.343, 18.355], [1.386, 5.488, 18.522], [-0.505, 5.931, 19.861], [-0.635, 6.875, 18.305], [0.458, 7.815, 20.823]], "forces_ev_per_a": [[-0.9, 0.0, 0.5], [-1.9, 0.4, -0.2], [0.9, 1.3, 0.2], [-0.2, 0.0, -0.4], [0.0, 0.1, -0.1], [0.1, -0.5, 0.0], [0.6, -0.6, -0.5], [1.0, 1.0, 0.1], [0.5, -0.7, -0.9], [-0.2, -0.7, 0.3], [-0.3, -0.2, 0.2], [0.3, -0.2, 0.8], [0.9, 2.0, 0.5], [-0.8, 0.0, -2.1], [-0.3, -0.6, 1.4], [1.9, -0.8, 0.2], [-0.6, -0.6, -0.3], [0.3, 0.0, -0.7], [-0.3, -1.1, 0.4], [0.6, 0.3, 0.6], [-0.1, 0.2, 0.1], [-0.1, 0.1, -0.1], [-0.3, 0.1, -0.2], [-1.4, 0.5, 0.0], [-1.1, 1.7, -1.7], [0.4, -1.6, 0.4], [-0.2, 0.7, 0.5], [-0.1, -0.9, -0.7], [-0.4, -0.8, 0.8], [0.8, -0.3, 0.9], [0.2, -0.6, -0.4], [0.0, 0.5, 0.1], [0.6, -0.2, 0.0], [0.0, -0.5, -0.2], [-0.7, 0.5, 0.3], [0.4, 1.6, 0.3], [-0.5, 0.1, 0.6], [-0.6, -0.9, 0.0], [0.1, -0.4, 1.1], [-1.4, 1.5, -0.5], [-0.3, -0.5, 0.0], [-0.2, 0.0, -0.8], [1.5, 0.1, 0.1], [0.4, 0.5, 0.3], [0.2, 0.3, -0.4], [0.0, -0.5, -0.4], [0.3, 0.1, 0.1], [0.6, -0.5, -0.3], [1.3, 0.8, -0.3], [-1.2, 0.6, -0.4], [1.2, -0.7, 0.7], [-0.5, -0.2, -0.2], [0.1, 0.2, -0.3], [-1.1, -1.1, 1.5], [-0.2, -0.3, -0.1], [0.4, -0.2, -0.1], [-0.2, -0.4, -0.2], [0.1, 0.8, 0.2], [0.0, 0.2, -0.5], [0.1, 0.2, -0.2], [0.6, 1.4, -2.8], [-0.7, -1.0, 1.4], [0.2, -0.8, -0.8], [-0.3, 0.4, -0.3], [0.4, -1.2, 0.4], [-1.3, -0.2, 0.6], [0.0, 0.2, 0.5], [0.0, -0.2, 0.2], [-0.6, -0.2, -0.3], [0.0, 0.3, 0.0], [0.7, 1.4, 1.1], [1.1, 0.1, -0.2], [0.8, -1.9, 1.6], [-1.7, -0.7, -0.3], [0.0, -0.3, -0.5], [-1.4, 1.3, 0.5], [-0.5, 1.2, 0.6], [-0.2, 0.3, -0.9], [0.0, 0.3, -0.1], [1.0, -0.4, -0.1], [0.1, 0.8, 0.0], [0.1, 0.4, 0.0], [0.2, -0.5, -0.1], [1.6, -0.5, -0.6], [-0.2, -0.2, 0.3], [0.2, 0.2, -1.1], [-0.8, 0.0, -0.3], [-0.1, 0.1, 1.0], [0.4, -0.7, 0.7], [-0.1, -0.4, 0.4], [-0.3, 0.0, 0.1], [0.0, 0.6, -1.1], [0.7, 0.0, -0.1], [0.2, 0.1, 0.0], [0.4, 1.0, 0.7], [0.7, -1.1, -1.5], [1.3, 0.6, 0.3], [0.5, 0.1, -0.3], [-0.5, 0.1, -0.3], [-0.5, -0.7, -0.2], [-0.2, 0.3, 0.8], [-0.7, -0.4, 0.2], [-0.1, 0.1, 0.3], [-0.7, -0.1, -0.1], [1.9, 0.1, 1.3], [0.1, -0.5, -0.6], [-0.8, 0.2, 0.5], [-1.2, 0.9, -0.9], [-0.8, -0.4, 0.5], [-0.4, -0.6, -0.6], [0.3, 0.7, -0.5], [0.1, -0.3, -0.6], [0.0, 0.2, 0.9], [0.7, -0.2, 0.3]]}

=====

2.
{"formula": "C8H13NO3P", "method": "ωB97M-V/def2-TZVPD", "smiles": "CC[C@@]1([P@](=O)([O-])O)C=CC=C[C@@H]1N", "largest_force_ev_per_a": 6.3, "e_homo_ev": -5.02, "e_lumo_ha": 0.1318, "relative_energy_ev": 1.388, "energy_ev": -25430.1130, "charge": -1, "symbols": ["C", "C", "C", "P", "O", "O", "O", "C", "C", "C", "C", "C", "N", "H", "H", "H", "H", "H", "H", "H", "H", "H", "H", "H", "H", "H"], "coordinates": [[1.319, -2.020, -0.421], [-0.208, -1.667, -0.472], [-0.340, -0.214, -0.048], [-2.233, -0.114, -0.001], [-2.772, -1.215, 0.826], [-2.706, 0.194, -1.348], [-2.507, 1.249, 0.917], [0.226, -0.249, 1.388], [1.209, 0.511, 1.808], [1.917, 1.265, 0.813], [1.641, 1.380, -0.450], [0.345, 0.862, -1.005], [-0.600, 1.902, -1.414], [1.810, -1.646, -1.285], [1.360, -3.205, -0.358], [1.831, -1.778, 0.538], [-0.695, -2.315, 0.219], [-0.677, -2.024, -1.363], [-3.364, 1.071, 1.001], [-0.585, -0.711, 1.873], [1.417, 0.647, 2.926], [2.824, 1.728, 1.083], [2.214, 1.957, -1.040], [0.665, 0.209, -1.908], [-0.626, 2.642, -0.728], [-1.462, 1.541, -1.551]], "forces_ev_per_a": [[-1.2, -3.6, 1.1], [2.8, -0.5, 0.6], [-0.1, 0.3, 0.3], [1.7, 1.0, 1.8], [-0.2, -0.9, 0.2], [-0.8, -0.3, -2.0], [5.7, 0.7, -1.0], [-2.6, 1.2, -2.0], [0.0, 0.2, 2.3], [1.5, 0.1, 1.3], [-3.8, -1.3, 0.3], [-0.6, -2.5, -1.0], [4.9, 1.9, 0.1], [0.8, 0.2, -0.6], [0.2, 2.1, -0.8], [-0.5, 0.5, -0.9], [-0.4, -0.2, 1.1], [-0.1, 0.6, -1.3], [-6.2, -0.3, 1.4], [-0.1, -1.0, 2.0], [0.0, -0.3, -1.8], [1.1, 0.6, 0.8], [2.0, 1.8, -2.2], [-0.7, 1.2, 0.8], [-0.1, -0.1, 0.2], [-3.4, -1.4, -0.6]]}